# 1
84
Properties=species:S:1:pos:R:3:nbo_charge:R:1 method="wB97M-V/def2-TZVPD" total_charge=+3 homo_ha=-0.5908 gap_ha=0.2889 lumo_energy_ev=-8.216
Sc 0.08 -0.55 -0.09 1.855
C -0.70 1.14 2.58 -0.274
N -1.28 0.90 1.25 -0.684
C -1.61 2.13 0.50 -0.288
C -0.47 2.42 -0.43 0.449
N 0.38 1.46 -0.78 -0.695
C 1.32 2.08 -1.63 0.142
C 2.48 1.59 -2.22 -0.225
C 3.22 2.47 -2.99 -0.183
C 2.82 3.80 -3.17 -0.171
C 1.68 4.31 -2.57 -0.198
C 0.95 3.41 -1.80 0.097
N -0.19 3.58 -1.01 -0.481
C 0.38 0.15 2.85 0.447
N 1.03 -0.50 1.88 -0.685
C 2.06 -1.21 2.53 0.146
C 3.10 -2.00 2.04 -0.236
C 3.97 -2.54 2.96 -0.169
C 3.84 -2.31 4.34 -0.166
C 2.84 -1.51 4.84 -0.207
C 1.97 -0.97 3.90 0.099
N 0.88 -0.10 4.05 -0.475
H -1.46 1.13 3.36 0.249
H -0.24 2.13 2.59 0.247
H -2.12 0.33 1.33 0.433
H -1.79 2.98 1.17 0.243
H -2.53 1.98 -0.06 0.275
H 2.81 0.57 -2.08 0.213
H 4.13 2.13 -3.46 0.243
H 3.43 4.46 -3.78 0.253
H 1.39 5.34 -2.69 0.251
H -0.69 4.44 -0.87 0.451
H 3.24 -2.17 0.98 0.212
H 4.79 -3.16 2.61 0.242
H 4.56 -2.76 5.02 0.252
H 2.74 -1.31 5.90 0.252
H 0.55 0.29 4.92 0.451
N 4.29 -3.81 -2.02 -0.749
C 3.19 -3.66 -1.29 0.378
C 2.40 -2.49 -1.32 -0.054
N 1.29 -2.39 -0.60 -0.564
C 0.93 -3.42 0.17 -0.052
C 1.75 -4.54 0.25 0.073
N 2.85 -4.66 -0.46 -0.378
H 4.58 -3.14 -2.71 0.410
H 4.80 -4.68 -1.96 0.438
H 2.70 -1.63 -1.91 0.207
H 0.01 -3.35 0.73 0.228
H 1.50 -5.36 0.92 0.239
S -2.11 -1.78 -0.22 -0.796
Sb -3.12 -0.84 -2.12 1.830
C -4.28 0.76 -1.43 -0.446
C -5.05 0.53 -0.29 -0.173
C -5.87 1.54 0.20 -0.207
C -5.92 2.77 -0.44 -0.162
C -5.16 2.99 -1.58 -0.184
C -4.34 1.99 -2.08 -0.235
C -1.49 -0.25 -3.31 -0.426
C -0.37 -1.10 -3.24 -0.286
C 0.74 -0.85 -4.04 -0.186
C 0.75 0.25 -4.88 -0.162
C -0.35 1.09 -4.95 -0.191
C -1.47 0.84 -4.17 -0.144
C -4.24 -2.29 -3.08 -0.428
C -5.21 -3.01 -2.38 -0.151
C -5.98 -3.94 -3.05 -0.200
C -5.79 -4.14 -4.41 -0.148
C -4.82 -3.43 -5.11 -0.174
C -4.04 -2.49 -4.44 -0.220
H -5.03 -0.42 0.22 0.223
H -6.48 1.36 1.08 0.247
H -6.57 3.55 -0.06 0.250
H -5.22 3.95 -2.09 0.244
H -3.76 2.19 -2.97 0.218
H -0.41 -2.01 -2.65 0.244
H 1.57 -1.54 -4.04 0.230
H 1.61 0.44 -5.51 0.247
H -0.35 1.94 -5.63 0.249
H -2.33 1.48 -4.28 0.218
H -5.35 -2.85 -1.31 0.215
H -6.73 -4.50 -2.51 0.246
H -6.40 -4.87 -4.93 0.248
H -4.68 -3.60 -6.17 0.244
H -3.29 -1.94 -4.99 0.224

# 2
91
Properties=species:S:1:pos:R:3:lowdin_spin:R:1 method="wB97M-V/def2-TZVPD" multiplicity=4 total_charge=-2 homo_ha="-0.0498 / -0.0724" gap_ha="0.1976 / 0.2201" lumo_energy_ev="4.021 / 4.018" relative_energy_kcal_mol=4.0
V -0.70 0.07 -0.11 2.776
O -0.58 3.18 3.28 0.000
C -1.34 4.10 2.66 0.000
C -1.78 5.19 3.41 0.000
C -2.57 6.17 2.82 0.000
C -2.93 6.07 1.48 0.000
C -2.49 4.98 0.74 0.000
C -1.69 3.99 1.31 0.000
C -1.22 2.83 0.50 0.005
O -0.80 1.79 1.14 0.025
N -1.28 2.96 -0.79 0.007
N -0.88 1.81 -1.46 -0.002
C -0.96 1.95 -2.72 0.029
S -1.56 3.47 -3.41 0.009
C -1.33 2.95 -5.13 0.001
C -1.50 1.44 -5.20 0.001
S -0.50 0.72 -3.88 0.008
H -0.43 2.45 2.61 0.000
H -1.49 5.25 4.45 0.000
H -2.91 7.01 3.42 0.000
H -3.56 6.82 1.03 0.000
H -2.75 4.87 -0.30 0.000
H -0.33 3.24 -5.47 0.000
H -2.08 3.47 -5.73 0.000
H -1.15 1.03 -6.14 0.000
H -2.54 1.16 -5.05 0.000
O 3.56 -1.17 1.26 0.002
S 2.11 -1.13 1.35 0.003
O 1.42 -1.71 0.19 0.014
O 1.54 0.15 1.74 0.013
C 1.66 -2.25 2.68 0.000
C 2.64 -2.80 3.49 0.000
C 2.29 -3.67 4.51 0.000
C 0.95 -3.97 4.72 0.000
C -0.02 -3.41 3.90 0.000
C 0.31 -2.54 2.87 -0.001
P -1.02 -1.81 1.80 0.012
C -1.66 -3.32 1.02 0.003
C -0.78 -4.33 0.61 0.000
C -1.23 -5.39 -0.16 0.000
C -2.56 -5.46 -0.55 0.000
C -3.44 -4.46 -0.16 0.000
C -3.00 -3.40 0.61 0.001
C -2.25 -1.39 3.09 -0.001
C -3.21 -2.24 3.63 -0.001
C -4.07 -1.79 4.62 0.000
C -3.98 -0.49 5.09 0.000
C -3.03 0.37 4.56 0.000
C -2.17 -0.07 3.56 0.001
H 3.67 -2.54 3.29 0.000
H 3.05 -4.10 5.14 0.000
H 0.66 -4.65 5.51 0.000
H -1.06 -3.66 4.08 0.000
H 0.27 -4.25 0.87 0.000
H -0.53 -6.15 -0.48 0.000
H -2.90 -6.27 -1.18 0.000
H -4.47 -4.48 -0.50 0.000
H -3.68 -2.59 0.87 0.000
H -3.29 -3.25 3.26 0.000
H -4.82 -2.46 5.02 0.000
H -4.66 -0.14 5.86 0.000
H -2.96 1.40 4.90 0.000
H -1.46 0.60 3.12 0.001
O -1.15 -2.65 -3.36 0.014
C -1.58 -1.94 -2.44 0.010
O -0.82 -1.35 -1.61 0.039
C -3.10 -1.78 -2.32 0.005
C -3.82 -2.52 -3.26 0.001
C -5.21 -2.53 -3.31 0.004
C -5.91 -1.77 -2.38 0.000
C -5.22 -1.03 -1.45 0.002
C -3.80 -0.99 -1.38 0.004
S -3.18 0.01 -0.08 0.007
H -3.24 -3.10 -3.96 0.000
H -5.73 -3.13 -4.05 0.000
H -6.99 -1.76 -2.38 0.000
H -5.76 -0.43 -0.72 -0.001
C 3.83 0.66 -4.24 0.000
As 3.30 0.18 -2.43 0.001
C 2.30 -1.45 -2.67 0.000
C 4.94 -0.44 -1.60 0.000
S 2.46 1.77 -1.40 0.005
H 4.48 -0.11 -4.66 0.000
H 4.35 1.62 -4.20 0.000
H 2.92 0.76 -4.82 0.000
H 2.72 -1.98 -3.53 0.000
H 1.24 -1.26 -2.84 0.000
H 2.38 -2.05 -1.77 0.000
H 5.38 -1.25 -2.19 0.000
H 4.66 -0.80 -0.61 0.000
H 5.63 0.40 -1.52 0.000

# 3
90
Properties=species:S:1:pos:R:3:lowdin_spin:R:1 method="wB97M-V/def2-TZVPD" multiplicity=2 total_charge=0 homo_ha="-0.2178 / -0.2194" gap_ha="0.1701 / 0.1760" lumo_energy_ev="-1.299 / -1.181" relative_energy_kcal_mol=0.0
Re -0.22 0.04 -0.20 0.748
Br 1.25 -0.19 1.86 0.044
C 1.97 1.44 2.55 0.001
C 1.66 1.74 3.85 0.001
C 1.87 3.05 4.31 0.001
C 2.27 4.02 3.43 -0.001
C 2.62 3.70 2.10 0.000
C 3.01 4.70 1.18 0.000
C 3.33 4.38 -0.11 0.001
C 3.41 3.04 -0.49 0.001
C 3.08 2.01 0.37 0.004
C 2.57 2.35 1.66 0.001
H 1.21 0.99 4.48 0.001
H 1.63 3.29 5.33 0.000
H 2.31 5.05 3.74 0.000
H 3.03 5.73 1.52 0.000
H 3.58 5.15 -0.82 0.000
H 3.76 2.77 -1.48 0.000
Se -2.57 0.10 0.66 0.063
P -2.25 -2.03 1.18 0.001
Se -0.44 -2.58 0.08 -0.009
C -2.17 -2.16 3.01 0.002
C -1.17 -2.84 3.67 0.001
C -1.17 -2.87 5.06 0.000
C -2.17 -2.22 5.76 0.000
C -3.18 -1.54 5.09 0.000
C -3.18 -1.51 3.71 0.003
C -3.58 -3.19 0.74 -0.002
C -4.62 -2.79 -0.09 0.000
C -5.55 -3.73 -0.51 0.000
C -5.42 -5.05 -0.11 0.000
C -4.38 -5.44 0.72 0.000
C -3.46 -4.51 1.15 -0.001
H -0.38 -3.32 3.10 0.000
H -0.39 -3.39 5.59 0.000
H -2.16 -2.22 6.84 0.000
H -3.95 -1.03 5.64 0.000
H -3.93 -0.96 3.16 0.002
H -4.69 -1.76 -0.40 0.001
H -6.35 -3.43 -1.16 0.000
H -6.14 -5.79 -0.45 0.000
H -4.28 -6.48 1.02 0.000
H -2.64 -4.79 1.80 0.000
C 6.30 -0.86 1.07 0.000
C 4.89 -1.25 0.63 0.000
C 4.51 -2.58 1.26 0.000
O 4.02 -0.23 1.11 0.001
B 3.65 0.58 0.07 0.002
O 4.11 0.12 -1.12 0.001
C 4.68 -1.18 -0.93 0.000
C 5.97 -1.32 -1.74 0.000
C 3.68 -2.22 -1.43 0.000
H 6.29 -0.72 2.14 0.000
H 6.61 0.08 0.61 0.000
H 7.02 -1.64 0.81 0.000
H 4.62 -2.50 2.34 0.000
H 5.15 -3.37 0.89 0.000
H 3.47 -2.83 1.06 0.000
H 6.69 -0.54 -1.51 0.000
H 5.73 -1.24 -2.80 0.000
H 6.41 -2.29 -1.56 0.000
H 2.72 -2.12 -0.92 0.000
H 4.07 -3.22 -1.29 0.000
H 3.51 -2.05 -2.49 0.000
Se -1.19 3.44 3.18 0.024
N -0.68 4.77 2.12 0.041
C -0.31 4.27 0.94 -0.001
C 0.14 4.97 -0.17 0.044
C 0.46 4.24 -1.31 -0.009
C 0.36 2.87 -1.33 0.038
N -0.06 2.15 -0.26 -0.012
C -0.40 2.83 0.85 -0.001
N -0.84 2.20 1.93 -0.012
H 0.24 6.04 -0.14 0.002
H 0.80 4.74 -2.20 -0.001
H 0.62 2.29 -2.20 0.002
C 1.45 -0.97 -4.77 0.000
N 0.24 -0.49 -4.15 0.000
C -0.91 -0.25 -4.85 -0.001
C -2.03 0.17 -4.25 0.001
C -2.08 0.37 -2.80 0.002
O -3.05 0.75 -2.18 0.000
N -0.89 0.07 -2.17 0.004
C 0.23 -0.29 -2.79 0.002
O 1.24 -0.44 -2.07 0.012
H 1.49 -0.66 -5.81 0.000
H 1.50 -2.06 -4.71 0.000
H 2.30 -0.55 -4.22 0.000
H -0.84 -0.43 -5.91 0.000
H -2.94 0.36 -4.80 0.000

# 4
89
Properties=species:S:1:pos:R:3:mulliken_charge:R:1 method="wB97M-V/def2-TZVPD" total_charge=-1 homo_ha=-0.1543 gap_ha=0.1324 lumo_energy_ev=-0.595
C -5.70 -1.37 2.09 -0.811
C -6.16 -1.86 0.76 0.512
O -7.26 -1.76 0.39 -0.548
O -5.21 -2.41 -0.07 -0.408
C -4.64 -1.25 -0.76 -0.154
C -3.25 -1.53 -1.24 -0.816
C -2.18 -0.97 -0.27 -0.309
C -2.28 0.55 -0.17 -1.161
C -1.56 1.14 1.03 0.226
C -1.95 2.68 1.00 -0.646
O -2.19 3.14 2.30 -0.670
B -1.84 1.95 3.16 1.061
O -2.03 0.78 2.29 -0.742
H -6.51 -1.28 2.79 0.456
H -4.91 -2.01 2.48 0.353
H -5.28 -0.37 1.98 0.237
H -5.32 -1.00 -1.57 0.291
H -4.68 -0.42 -0.06 -0.111
H -3.11 -1.04 -2.21 0.346
H -3.06 -2.58 -1.43 0.434
H -1.21 -1.20 -0.71 0.151
H -2.24 -1.48 0.69 0.374
H -1.78 0.96 -1.06 0.232
H -3.29 0.94 -0.19 0.739
H -0.46 1.13 0.98 0.118
H -2.88 2.92 0.45 0.341
H -1.17 3.25 0.45 0.228
H -0.69 2.18 3.54 -0.359
H -2.58 1.87 4.14 -0.399
C 2.64 0.74 -4.02 -0.375
C 2.14 0.69 -2.79 -0.015
C 1.01 -0.21 -2.44 0.160
O 0.58 -0.24 -1.31 -0.466
C 0.45 -1.06 -3.52 -0.221
C 0.95 -1.02 -4.76 -0.666
C 2.08 -0.12 -5.10 -0.027
O 2.53 -0.08 -6.23 -0.592
H 3.46 1.39 -4.29 0.440
H 2.52 1.30 -1.98 0.293
H -0.37 -1.71 -3.25 0.634
H 0.55 -1.63 -5.55 0.757
C 0.61 -5.09 -4.89 -0.236
C 1.14 -6.29 -5.15 -0.408
C 1.08 -6.87 -6.51 0.312
O 1.56 -7.96 -6.75 -0.547
C 0.41 -6.07 -7.57 -0.394
C -0.12 -4.88 -7.30 -0.383
C -0.06 -4.30 -5.94 0.534
O -0.53 -3.21 -5.70 -0.595
H 0.65 -4.65 -3.90 0.448
H 1.64 -6.88 -4.39 0.411
H 0.37 -6.52 -8.56 0.397
H -0.61 -4.28 -8.06 0.420
C -3.69 0.61 4.85 -0.256
C -2.55 0.39 5.49 -0.234
C -2.51 -0.48 6.70 0.204
O -1.47 -0.69 7.30 -0.590
C -3.79 -1.08 7.16 -0.471
C -4.93 -0.85 6.51 -0.514
C -4.96 0.01 5.30 0.280
O -6.00 0.22 4.70 -0.597
H -3.72 1.24 3.96 0.889
H -1.61 0.82 5.17 0.594
H -3.74 -1.70 8.04 0.395
H -5.87 -1.28 6.82 0.421
C 6.47 3.45 -2.34 -0.469
C 7.57 3.09 -1.68 -0.369
C 7.50 2.24 -0.47 0.255
O 8.50 1.91 0.13 -0.560
C 6.15 1.80 -0.02 -0.548
C 5.05 2.16 -0.67 0.037
C 5.13 3.02 -1.88 0.450
O 4.12 3.35 -2.47 -0.588
H 6.50 4.08 -3.22 0.434
H 8.56 3.40 -2.00 0.413
H 6.12 1.18 0.87 0.545
H 4.07 1.85 -0.36 0.433
C 4.02 2.17 4.03 -0.489
C 3.74 3.21 4.81 -0.383
C 3.01 4.39 4.28 0.287
O 2.76 5.34 4.99 -0.565
C 2.62 4.37 2.85 -0.384
C 2.91 3.33 2.07 -0.120
C 3.63 2.15 2.60 0.576
O 3.89 1.20 1.89 -0.620
H 4.55 1.30 4.40 0.423
H 4.01 3.24 5.86 0.410
H 2.09 5.24 2.48 0.412
H 2.63 3.30 1.03 0.456

# 5
89
Properties=species:S:1:pos:R:3:lowdin_spin:R:1 method="wB97M-V/def2-TZVPD" multiplicity=6 total_charge=+1 homo_ha="-0.3507 / -0.3518" gap_ha="0.2490 / 0.2473" lumo_energy_ev="-2.767 / -2.844"
Mn 1.30 0.66 -1.38 4.663
O 4.66 -0.85 -3.77 0.002
C 3.92 -0.01 -3.34 0.002
N 3.96 0.47 -2.02 0.020
C 4.04 0.16 0.46 0.002
O 5.16 0.36 0.86 0.003
C 2.88 0.56 1.36 0.005
C 3.02 0.40 2.72 0.001
C 2.00 0.81 3.56 0.003
C 0.89 1.42 3.00 0.001
C 0.85 1.57 1.63 0.009
N 1.81 1.13 0.81 0.037
C 2.80 0.49 -4.23 0.004
C 3.00 0.49 -5.60 0.001
C 1.94 0.81 -6.43 0.002
C 0.71 1.10 -5.85 0.001
C 0.61 1.08 -4.48 0.007
N 1.62 0.78 -3.67 0.035
H 3.93 -0.05 3.11 0.000
H 2.06 0.66 4.63 0.000
H 0.07 1.77 3.61 0.000
H 0.01 2.06 1.15 0.002
H 3.98 0.23 -5.98 0.000
H 2.06 0.81 -7.50 0.000
H -0.15 1.35 -6.46 0.000
H -0.33 1.34 -4.00 0.001
Br 6.65 4.83 -0.92 0.000
C 5.07 3.87 -1.21 0.001
C 3.84 4.50 -1.07 0.001
C 2.71 3.75 -1.28 0.006
N 2.74 2.45 -1.60 0.033
C 3.93 1.86 -1.74 0.006
C 5.13 2.54 -1.55 0.000
C 3.78 -0.62 -0.86 0.011
C 4.77 -1.73 -0.92 0.005
C 4.37 -2.98 -1.16 0.002
Br 5.67 -4.35 -1.26 0.000
C 3.00 -3.34 -1.36 0.008
C 2.11 -2.34 -1.22 0.009
N 2.41 -1.04 -0.92 0.046
H 3.77 5.55 -0.81 0.000
H 1.72 4.20 -1.19 0.001
H 6.06 2.01 -1.65 0.000
H 5.80 -1.47 -0.75 0.000
H 2.70 -4.35 -1.57 0.001
H 1.05 -2.57 -1.31 0.001
C -5.59 -1.86 -0.26 0.000
C -4.87 -1.45 1.03 0.000
C -3.56 -2.22 1.15 0.000
C -5.75 -1.89 2.22 0.000
C -4.70 0.11 1.07 0.000
O -6.00 0.71 1.12 0.000
C -3.91 0.70 2.27 0.000
C -2.36 0.80 2.29 0.000
C -1.56 -0.28 2.98 0.000
C -0.51 -0.91 2.32 0.000
C 0.25 -1.89 2.94 0.000
C -0.04 -2.24 4.25 0.000
Cl 0.90 -3.47 5.04 0.000
C -1.08 -1.63 4.93 0.000
C -1.83 -0.65 4.30 0.000
C -4.27 0.79 -0.27 0.001
N -2.97 0.48 -0.89 0.005
C -1.87 1.21 -0.82 0.011
N -0.89 0.59 -1.46 0.037
C -1.50 -0.53 -1.95 0.010
N -2.76 -0.64 -1.62 0.001
H -5.90 -2.90 -0.18 0.000
H -4.94 -1.78 -1.13 0.000
H -6.49 -1.26 -0.42 0.000
H -3.77 -3.29 1.03 0.000
H -3.10 -2.09 2.13 0.000
H -2.83 -1.96 0.39 0.000
H -5.83 -2.98 2.19 0.000
H -6.76 -1.50 2.16 0.000
H -5.31 -1.63 3.18 0.000
H -6.40 0.52 1.97 0.000
H -4.25 0.19 3.18 0.000
H -4.30 1.72 2.34 0.000
H -2.13 1.74 2.80 0.000
H -1.97 0.90 1.29 0.000
H -0.29 -0.64 1.29 0.001
H 1.07 -2.38 2.42 0.000
H -1.29 -1.91 5.96 0.000
H -2.63 -0.16 4.85 0.000
H -4.26 1.86 -0.07 0.000
H -5.04 0.59 -1.00 0.000
H -1.81 2.16 -0.31 0.001
H -0.99 -1.28 -2.54 0.001

Number 1: strongest force on any atom 0.3 eV/Å. Number 2: strongest force on any atom 0.5 eV/Å. Number 3: strongest force on any atom 2.3 eV/Å. Number 4: strongest force on any atom 3.8 eV/Å. Number 5: strongest force on any atom 0.7 eV/Å.